[1]
DFT (ωB97M-V/def2-TZVPD) results for 3 unconnected molecules or ions with the total composition C27H61BN4O16PS2.

Geometry (Å):
C 6.42 3.03 -2.43
C 6.01 1.82 -1.62
C 7.13 1.24 -0.78
N 4.82 1.37 -1.74
C 3.89 1.19 -0.64
C 4.07 -0.26 -0.08
C 2.98 -0.70 0.89
N 3.22 -2.12 1.29
C 4.19 2.11 0.57
P 4.04 3.89 0.25
O 5.22 4.68 0.59
O 3.55 4.10 -1.25
O 2.79 4.43 1.15
O 2.55 1.44 -0.92
C 2.06 1.18 -2.22
C 0.91 2.21 -2.45
C 0.20 2.66 -1.18
C -0.87 3.72 -1.56
C -1.16 4.58 -0.32
C -2.24 5.61 -0.65
N -2.21 6.79 0.22
C 1.60 -0.29 -2.44
O 0.59 -0.73 -1.54
C -0.72 -0.51 -1.92
O -1.40 -0.22 -0.69
C -2.64 0.39 -0.89
C -3.76 -0.39 -0.16
C -3.85 0.08 1.29
O -5.01 -0.17 -0.80
C -1.46 -1.74 -2.55
O -1.94 -1.58 -3.70
O -1.53 -2.78 -1.86
B 1.38 -0.64 -4.00
O 1.31 0.39 -4.97
N 1.31 -1.98 -4.51
C 1.62 -2.99 -3.48
C 2.43 -2.06 -5.51
H 7.20 2.71 -3.13
H 6.87 3.78 -1.77
H 5.60 3.40 -3.03
H 6.95 0.22 -0.45
H 7.35 1.92 0.04
H 8.02 1.25 -1.41
H 4.18 -0.98 -0.89
H 5.01 -0.32 0.47
H 3.06 -0.11 1.82
H 1.97 -0.55 0.53
H 2.31 -2.48 1.55
H 3.74 -2.13 2.16
H 3.39 1.88 1.27
H 5.12 1.85 1.07
H 3.27 5.03 -1.35
H 2.30 3.66 1.46
H 2.75 1.38 -3.04
H 1.42 3.10 -2.84
H 0.24 1.90 -3.24
H 0.88 3.19 -0.51
H -0.24 1.85 -0.61
H -0.37 4.40 -2.26
H -1.77 3.27 -1.95
H -0.26 5.13 -0.01
H -1.44 3.95 0.53
H -2.06 5.96 -1.67
H -3.22 5.10 -0.59
H -2.28 6.53 1.20
H -3.01 7.37 0.01
H 2.50 -0.87 -2.18
H -0.90 0.37 -2.56
H -2.67 1.42 -0.51
H -2.96 0.44 -1.94
H -3.53 -1.45 -0.17
H -4.71 -0.43 1.74
H -4.05 1.16 1.36
H -2.96 -0.20 1.85
H -5.30 0.73 -0.65
H 0.37 0.61 -5.02
H 0.89 -3.01 -2.67
H 2.64 -2.91 -3.07
H 1.57 -3.97 -3.96
H 3.27 -1.41 -5.20
H 2.07 -1.68 -6.47
H 2.83 -3.06 -5.57
O 2.21 -6.45 0.22
S 1.30 -6.00 1.23
O 1.76 -5.25 2.36
O 0.47 -7.27 1.76
C 1.22 -8.41 2.20
C 1.80 -8.21 3.59
C -0.03 -5.13 0.48
H 2.00 -8.65 1.48
H 0.51 -9.24 2.21
H 2.57 -7.45 3.59
H 2.24 -9.14 3.95
H 1.02 -7.89 4.28
H -0.41 -5.71 -0.35
H 0.36 -4.17 0.12
H -0.80 -4.95 1.22
O -6.64 -0.23 3.41
S -7.43 0.87 3.89
O -6.82 2.04 4.44
O -8.51 0.31 4.93
C -8.03 -0.48 6.03
C -7.42 0.38 7.13
C -8.56 1.35 2.64
H -7.33 -1.23 5.68
H -8.90 -1.00 6.42
H -6.50 0.85 6.79
H -7.20 -0.23 8.00
H -8.11 1.18 7.42
H -9.06 0.47 2.25
H -7.98 1.83 1.85
H -9.28 2.05 3.06

- Total charge: -1
- Strongest force on any atom: 3.72 eV/Å
- HOMO energy: -4.824 eV
- Gap between HOMO and LUMO: 0.247 hartree

***

[2]
DFT (ωB97M-V/def2-TZVPD) results for 6 unconnected molecules or ions with the total composition C27H61Cl2N4O11.

Geometry (Å):
N -0.23 -0.13 -1.52
H -0.48 -0.62 -2.37
H 0.51 -0.69 -1.12
H -1.14 -0.10 -1.08
H 0.06 0.76 -1.89
Cl -2.97 -4.45 -5.68
O -2.71 -4.94 -4.30
O -2.81 -3.04 -5.60
O -2.14 -4.76 -6.73
O -4.26 -4.57 -6.14
Cl 3.75 -3.71 -4.24
O 4.89 -4.52 -3.84
O 2.87 -4.33 -5.12
O 3.05 -3.11 -3.11
O 4.27 -2.58 -4.99
C -7.40 -1.61 0.73
C -6.01 -1.00 1.17
C -6.21 -0.99 2.70
C -6.01 -2.30 3.43
C -4.69 -3.01 2.88
C -4.42 -2.96 1.37
N -4.70 -1.64 0.80
O -4.46 -1.52 -0.62
C -2.90 -3.20 1.24
C -5.15 -4.15 0.84
C -5.86 0.59 0.74
H -7.47 -2.67 0.98
H -7.48 -1.59 -0.36
H -8.35 -1.25 1.13
H -5.59 -0.25 3.22
H -7.23 -0.79 3.02
H -6.92 -2.83 3.14
H -6.17 -2.24 4.51
H -4.94 -4.04 3.16
H -3.88 -2.66 3.53
H -2.46 -2.27 1.60
H -2.69 -4.04 1.91
H -2.56 -3.44 0.23
H -5.53 -4.01 -0.17
H -4.45 -4.98 0.78
H -6.13 -4.41 1.24
H -5.97 0.78 -0.32
H -4.94 1.08 1.07
H -6.65 1.14 1.25
H -4.75 -2.40 -0.88
C 3.93 -3.24 4.60
C 4.18 -1.79 4.51
C 5.33 -1.36 5.47
C 6.79 -1.48 4.89
C 6.74 -0.80 3.43
C 5.73 -1.25 2.40
N 4.43 -1.35 3.12
O 3.43 -1.40 2.27
C 5.76 -0.14 1.22
C 6.32 -2.62 2.00
C 3.02 -1.02 5.11
H 4.56 -3.84 3.95
H 3.96 -3.51 5.66
H 2.92 -3.58 4.37
H 5.26 -0.31 5.75
H 5.20 -1.86 6.44
H 7.31 -0.88 5.63
H 7.19 -2.48 4.78
H 7.72 -0.78 2.96
H 6.49 0.21 3.74
H 6.44 -0.31 0.39
H 5.81 0.91 1.50
H 4.90 -0.24 0.55
H 5.60 -2.96 1.26
H 6.71 -3.23 2.82
H 7.17 -2.36 1.36
H 2.72 -1.31 6.12
H 3.13 0.03 4.83
H 2.07 -1.41 4.74
H 3.33 -2.35 2.18
C 1.81 5.93 -1.98
C 0.53 5.04 -1.87
C -0.58 6.03 -1.82
C -1.04 6.49 -3.27
C -1.39 5.36 -4.13
C -0.11 4.44 -4.35
N 0.51 4.08 -3.05
O 1.59 3.19 -3.09
C -0.81 3.24 -4.98
C 0.72 5.04 -5.38
C 0.77 4.43 -0.46
H 2.01 6.62 -1.16
H 1.79 6.70 -2.75
H 2.73 5.34 -2.06
H -1.43 5.55 -1.35
H -0.29 7.00 -1.43
H -0.14 7.04 -3.54
H -1.94 7.09 -3.08
H -1.87 5.78 -5.01
H -2.14 4.82 -3.55
H -0.10 2.49 -5.32
H -1.55 2.78 -4.32
H -1.36 3.56 -5.87
H 0.19 5.39 -6.27
H 1.31 5.87 -4.98
H 1.32 4.24 -5.81
H -0.14 3.84 -0.29
H 0.90 5.21 0.28
H 1.63 3.76 -0.45
H 2.28 3.82 -3.28

- Total charge: -1
- Strongest force on any atom: 6.42 eV/Å
- Energy above the lowest of the compared OMol25 structures with the same formula, charge and spin: 955.4 kJ/mol
- HOMO energy: -5.016 eV
- Gap between HOMO and LUMO: 0.203 hartree